{
  "formula": "C19H37Cl30FO5S",
  "method": "wB97M-V/def2-TZVPD",
  "species": ["Cl", "C", "C", "H", "H", "S", "Cl", "H", "H", "C", "C", "H", "C", "H", "H", "H", "H", "C", "Cl", "Cl", "Cl", "H", "H", "H", "H", "C", "O", "O", "O", "Cl", "Cl", "Cl", "H", "Cl", "H", "Cl", "H", "H", "Cl", "C", "Cl", "C", "H", "H", "H", "Cl", "H", "Cl", "Cl", "Cl", "H", "C", "F", "H", "Cl", "O", "C", "Cl", "Cl", "H", "C", "Cl", "Cl", "C", "H", "C", "H", "H", "C", "H", "Cl", "H", "H", "H", "H", "C", "Cl", "C", "H", "H", "Cl", "H", "O", "Cl", "Cl", "Cl", "Cl", "H", "C", "H", "C", "Cl", "Cl"],
  "positions_angstrom": [[-1.905, -4.194, -2.571], [11.771, -0.210, -1.748], [-6.885, -5.651, 8.862], [-1.861, 1.479, -1.148], [2.470, 3.122, 1.024], [-2.993, 3.410, 0.592], [-1.563, 6.759, 7.418], [2.039, -6.673, -4.599], [-1.109, 4.447, 7.256], [-7.231, -3.167, -0.260], [1.246, 2.134, -0.639], [-3.601, -0.585, 1.940], [5.087, 1.336, -2.413], [5.314, 0.380, -2.891], [0.724, 3.950, 0.698], [-5.113, -5.341, 2.773], [-2.734, 4.773, 7.926], [-2.929, -1.200, -6.877], [-5.315, -5.733, 5.093], [5.600, -1.964, -2.012], [1.278, -4.578, -3.818], [7.496, -2.896, -0.958], [2.089, -6.557, -2.816], [-7.387, -5.374, 7.931], [-4.120, -4.211, 3.738], [1.686, 3.476, 0.198], [-3.774, 3.972, -0.831], [1.477, 2.148, -1.981], [-3.912, 3.926, 1.767], [-2.341, -1.236, -5.210], [1.342, 6.121, -1.445], [12.359, -0.246, -0.081], [-6.584, -4.749, 9.400], [-3.906, -2.671, 0.876], [-2.258, -0.083, -0.131], [5.675, 1.300, -0.746], [-2.594, 2.398, 4.168], [2.766, 7.946, -1.913], [-8.328, -2.359, -1.387], [0.116, -3.136, -7.529], [2.762, 6.412, 1.295], [-3.605, -1.626, 2.270], [-0.347, -3.114, -8.518], [-0.602, -3.485, -0.733], [-1.286, 1.280, 3.683], [12.542, 1.090, -2.666], [4.040, 8.333, 0.792], [3.905, 6.094, -2.835], [5.857, 2.636, -3.331], [-8.008, -6.574, 9.868], [-2.702, -2.156, -7.355], [-0.888, -3.045, -1.692], [-3.143, 3.566, -1.915], [4.006, 1.498, -2.406], [-1.049, 4.870, 9.578], [0.671, 0.901, -0.081], [7.281, -2.508, -1.956], [-1.750, -1.530, -1.395], [1.792, -3.674, -7.690], [10.691, -0.048, -1.741], [-1.684, 5.075, 7.941], [-0.925, 2.200, 5.828], [-0.049, -7.166, -3.613], [-1.513, 2.236, 4.161], [-4.009, -1.039, -6.869], [-1.951, 1.068, -0.054], [2.223, 4.253, -0.516], [1.962, 7.321, -3.382], [2.464, 7.044, -2.451], [-6.229, -2.746, -0.376], [-7.165, -4.905, -0.572], [-0.452, 2.146, 1.399], [4.694, 7.432, 2.190], [-7.585, -3.001, 0.760], [11.998, -1.166, -2.226], [-0.501, 1.161, 0.769], [-2.158, 0.099, -7.795], [4.263, 7.340, 1.190], [0.006, -2.836, -2.284], [-4.400, -1.777, 3.005], [5.431, 6.543, 0.130], [0.105, -2.133, -7.094], [-3.059, 1.704, 0.720], [-6.362, -3.492, 3.548], [-5.445, -6.601, 8.479], [-0.805, -4.225, -6.485], [-2.049, -1.999, 3.020], [7.423, -3.298, -2.698], [-5.088, -4.713, 3.666], [-0.549, 0.268, 1.557], [1.504, -6.328, -3.711], [8.391, -1.180, -2.310], [-0.743, 3.536, 3.243]],
  "lumo_energy_ev": 0.04,
  "energy_ev": -419757.0914,
  "mol_weight_da": 1460.2,
  "homo_lumo_gap_ev": 10.47
}